A structure of composition C19H29GeN7OSScSe, computed with ωB97M-V/def2-TZVPD.

Geometry as XYZ:
```
60
Properties=species:S:1:pos:R:3:forces:R:3
Sc 0.3166 0.6226 0.0170 -0.290 -0.207 0.600
C -2.0019 -3.6166 4.2087 -0.056 0.023 0.030
C -0.6792 -3.2707 3.5388 -0.239 -0.003 -0.202
N -0.8399 -2.9129 2.1267 0.040 0.061 -0.032
C -0.9055 -1.6575 1.6524 -0.150 0.067 0.259
S -1.1504 -1.4631 -0.0849 0.115 0.350 -0.028
N -0.8386 -0.6771 2.5218 0.148 -0.178 0.069
N -0.7338 0.5565 1.9474 0.083 -0.637 -0.364
C -1.1322 1.5688 2.6118 -0.125 0.569 0.159
C -1.7288 1.4777 3.9727 -0.054 0.159 0.048
C -1.0031 2.8685 1.9040 -0.056 -0.213 0.203
C -1.4412 4.0518 2.4600 -0.106 0.232 0.143
C -1.3050 5.2310 1.7388 -0.079 0.049 0.194
C -0.7251 5.1870 0.4888 0.035 0.079 -0.076
C -0.3115 3.9599 0.0030 0.036 -0.100 0.056
N -0.4525 2.8243 0.6827 0.121 -0.370 -0.287
H -1.8415 -3.8490 5.2655 -0.018 0.023 -0.127
H -2.4670 -4.4874 3.7389 0.032 0.081 0.036
H -2.6962 -2.7751 4.1400 0.063 -0.079 0.017
H 0.0074 -4.1152 3.5918 0.025 -0.040 -0.031
H -0.2143 -2.4275 4.0327 0.105 0.135 0.051
H -1.0798 -3.6376 1.4758 0.037 -0.146 -0.104
H -1.5894 0.4793 4.3696 0.005 -0.022 0.009
H -2.8016 1.6883 3.9256 0.052 0.013 0.010
H -1.2714 2.2072 4.6438 -0.032 -0.020 -0.026
H -1.8873 4.0542 3.4436 0.003 0.025 -0.003
H -1.6431 6.1713 2.1579 0.012 -0.071 -0.014
H -0.5852 6.0792 -0.1055 -0.011 -0.036 0.011
H 0.1588 3.8881 -0.9637 0.064 -0.033 -0.128
C -1.8677 -2.8330 -3.5660 -0.099 -0.085 0.001
Ge -0.4853 -1.5429 -3.9983 0.080 0.137 0.101
C -0.0281 -1.6285 -5.8824 0.019 -0.033 -0.184
C 1.1230 -1.8121 -2.9220 0.113 -0.191 -0.387
C -1.2623 0.2760 -3.7039 -0.005 -0.132 0.170
Se -0.3959 1.5482 -2.5108 -0.144 -0.142 -0.256
C 1.2565 1.7820 -3.5050 -0.020 0.054 0.127
H -1.5555 -3.8282 -3.8928 -0.047 0.075 0.043
H -2.7957 -2.5768 -4.0831 0.057 -0.054 0.048
H -2.0551 -2.8591 -2.4921 -0.022 -0.017 -0.055
H 0.3488 -2.6256 -6.1275 -0.031 0.129 -0.013
H 0.7434 -0.8956 -6.1344 -0.074 -0.077 -0.001
H -0.9119 -1.4350 -6.4966 0.117 -0.025 0.022
H 1.2482 -2.8794 -2.7253 0.013 0.075 -0.011
H 1.0598 -1.3226 -1.9637 0.006 0.153 0.397
H 2.0077 -1.4538 -3.4505 -0.009 -0.024 0.007
H -2.2806 0.1819 -3.3260 0.001 0.008 0.031
H -1.3159 0.8046 -4.6518 -0.076 0.067 -0.104
H 1.9683 1.0069 -3.2592 0.100 -0.129 -0.009
H 1.6605 2.7552 -3.2467 0.034 0.017 0.008
H 0.9955 1.7544 -4.5567 -0.002 0.023 -0.106
N 3.4695 -1.5238 1.9936 0.214 -0.145 0.139
C 2.9591 -0.5254 1.2852 0.099 0.193 -0.109
O 1.7755 -0.6416 0.8218 -0.263 0.233 -0.101
C 3.7171 0.6614 1.0369 0.039 0.139 0.074
C 2.9535 1.5196 0.2546 0.305 -0.483 0.258
N 2.0638 1.9243 -0.3752 0.188 0.525 -0.350
C 5.0196 0.9004 1.5522 0.062 0.183 -0.189
N 6.0849 1.0849 1.9568 -0.381 -0.163 -0.047
H 4.4149 -1.4838 2.3364 0.017 -0.020 0.021
H 2.9269 -2.3588 2.1270 -0.051 -0.005 0.005
```
Positions in Å, forces in eV/Å.

Calculated values
E_HOMO: -0.409 Ha
orbital gap: 7.53 eV
charge: +1
electronic energy: -6837.1441 Eh
energy above the lowest of the compared OMol25 structures with the same formula, charge and spin: 6.05 kcal/mol